C3H8N4 as an isolated structure, computed with wB97M-V/def2-TZVPD.

Properties
- orbital gap (eV) = 7.624
- 2S+1 = 1
- HOMO energy (hartree) = -0.241
- relative energy (zero: lowest compared OMol25 entry of this formula, charge and spin) (kJ/mol) = 244.7
- total energy (Ha) = -338.0606

Last column: natural (NBO) charge in e.
Geometry (Å):
N (1.41, 0.97, -0.48)  -0.811
N (0.51, -1.99, -0.59)  -0.833
N (-1.27, 0.99, -0.42)  -0.759
N (0.42, 0.70, 1.60)  -0.823
C (-1.45, -0.37, -0.55)  -0.036
C (0.36, 0.46, 0.23)  0.499
C (-0.23, -0.86, -0.22)  -0.047
H (1.01, -2.47, 0.15)  0.371
H (1.92, 1.77, -0.14)  0.379
H (-0.34, 0.29, 2.11)  0.391
H (0.66, 1.65, 1.89)  0.370
H (1.35, 0.86, -1.48)  0.401
H (-2.34, -0.90, -0.87)  0.183
H (-2.04, 1.53, -0.02)  0.340
H (0.03, -2.63, -1.21)  0.377